A molecular structure, C27H63N9O13SZn at a distorted geometry, computed with wB97M-V/def2-TZVPD.

* electronic energy: -4714.9482 Ha
* multiplicity: 2
* M: 819.31 g/mol
* total charge: +1

Structure (XYZ):
```
114
Properties=species:S:1:pos:R:3:lowdin_spin:R:1
Zn -0.94 -1.15 -1.09 0.000
S 0.18 -0.01 0.94 0.000
O -0.17 -1.37 0.61 0.000
O -0.53 0.43 2.13 0.000
O 1.58 0.27 0.94 0.000
O -0.38 0.54 -0.31 0.000
C -2.57 -4.98 -1.70 0.000
C -1.21 -4.33 -1.58 0.000
O -1.13 -3.10 -1.71 0.000
N -0.09 -5.03 -1.32 0.000
C 1.07 -4.29 -0.90 0.000
H -3.20 -4.46 -0.97 0.000
H -2.58 -6.07 -1.69 0.000
H -3.01 -4.79 -2.68 0.000
H -0.15 -5.99 -1.03 0.000
H 1.18 -3.40 -1.51 0.000
H 1.91 -4.97 -0.97 0.000
H 0.93 -3.84 0.08 0.000
C 1.74 -2.71 3.13 0.001
C 2.83 -3.05 2.14 0.000
O 3.47 -4.06 2.31 0.001
N 3.07 -2.19 1.15 0.000
C 4.14 -2.35 0.19 0.000
H 2.21 -2.74 4.12 0.000
H 0.87 -3.35 2.99 0.000
H 1.44 -1.67 3.00 0.000
H 2.70 -1.25 1.19 0.000
H 3.62 -2.69 -0.71 0.000
H 4.89 -3.06 0.52 0.000
H 4.71 -1.43 0.06 0.000
C -2.08 1.66 -3.86 0.000
C -2.13 0.14 -3.75 0.000
O -1.74 -0.41 -2.73 0.000
N -2.69 -0.49 -4.79 0.000
C -3.16 -1.86 -4.82 0.000
H -2.57 2.09 -4.74 0.000
H -1.03 1.94 -3.82 0.000
H -2.55 2.06 -2.96 0.000
H -2.65 0.00 -5.67 0.000
H -2.55 -2.31 -5.60 0.000
H -4.16 -1.91 -5.23 0.000
H -2.95 -2.47 -3.94 0.000
C 1.66 3.28 2.21 0.000
C 3.05 2.91 2.70 0.000
O 3.70 3.70 3.39 0.000
N 3.45 1.68 2.40 0.000
C 4.74 1.17 2.78 0.000
H 1.57 3.37 1.13 0.000
H 1.32 4.26 2.53 0.000
H 0.90 2.52 2.42 0.000
H 2.92 1.09 1.77 0.000
H 5.50 1.95 2.83 0.000
H 4.96 0.54 1.91 0.000
H 4.72 0.61 3.71 0.000
C -2.49 2.90 0.82 0.000
C -2.83 3.15 2.25 0.000
O -3.60 4.06 2.61 0.001
N -2.33 2.25 3.09 0.002
C -2.60 2.18 4.54 0.000
H -2.27 1.85 0.63 0.000
H -1.52 3.35 0.60 0.000
H -3.25 3.18 0.10 0.000
H -1.71 1.52 2.76 0.000
H -1.85 2.52 5.25 0.000
H -2.83 1.16 4.84 0.000
H -3.49 2.78 4.73 0.000
C -1.21 -1.37 4.83 0.062
C -0.32 -0.32 5.49 0.067
O -0.57 0.01 6.66 0.680
N 0.61 0.26 4.73 0.142
C 1.49 1.31 5.22 0.020
H -0.83 -1.57 3.83 0.010
H -2.23 -0.98 4.87 -0.001
H -1.11 -2.20 5.53 -0.002
H 0.53 0.08 3.74 0.002
H 1.44 1.38 6.30 0.004
H 1.16 2.28 4.87 0.005
H 2.52 1.12 4.91 0.005
C 2.77 -1.29 -3.66 0.000
C 1.97 -0.82 -2.42 0.000
O 0.80 -1.17 -2.18 0.000
N 2.51 -0.01 -1.54 0.000
C 3.75 0.63 -1.66 0.000
H 2.00 -1.59 -4.36 0.000
H 3.46 -2.10 -3.41 0.000
H 3.23 -0.42 -4.13 0.000
H 1.96 0.27 -0.74 0.000
H 3.99 1.04 -0.68 0.000
H 3.87 1.35 -2.47 0.000
H 4.56 -0.05 -1.92 0.000
C 1.43 3.15 -2.17 0.000
C 1.41 3.38 -3.70 0.000
O 1.91 2.54 -4.50 0.000
N 1.04 4.55 -4.15 0.000
C 1.05 4.89 -5.55 0.000
H 2.44 3.07 -1.79 0.000
H 0.95 2.19 -1.98 0.000
H 0.89 3.93 -1.64 0.000
H 0.58 5.19 -3.52 0.000
H 2.04 4.70 -5.95 0.000
H 0.82 5.94 -5.72 0.000
H 0.38 4.22 -6.10 0.000
C -4.13 -0.62 1.63 0.000
C -3.98 -1.03 0.13 0.000
O -2.88 -1.22 -0.37 0.000
N -5.13 -1.19 -0.54 0.000
C -5.21 -1.50 -1.98 0.000
H -3.14 -0.76 2.08 0.000
H -4.77 -1.32 2.17 0.000
H -4.57 0.37 1.74 0.000
H -6.00 -0.98 -0.07 0.000
H -4.81 -0.69 -2.60 0.000
H -6.23 -1.68 -2.33 0.000
H -4.51 -2.28 -2.27 0.000
```

***

A single C10H10BNO3 molecule at a distorted geometry, computed with wB97M-V/def2-TZVPD.

* electronic energy: -692.3060 Ha
* multiplicity: 3
* M: 203.01 g/mol
* total charge: 0

Structure (XYZ):
```
25
Properties=species:S:1:pos:R:3:lowdin_spin:R:1
B 2.37 -0.60 1.90 0.107
C 0.98 -0.79 -2.35 -0.007
C -0.34 -0.77 -2.72 0.096
C 1.44 -0.60 -1.08 0.088
C -1.20 -0.20 -1.84 -0.002
C 1.07 -0.04 1.25 0.460
C 0.54 -0.26 -0.05 0.048
C -0.82 0.03 -0.46 0.143
C -1.85 1.95 0.55 0.232
C -0.97 2.87 0.76 0.227
C -3.15 0.05 0.20 0.015
N -1.85 0.73 0.12 0.235
O -0.64 3.99 1.04 0.259
O 2.58 -0.12 3.22 0.031
O 3.14 -1.55 1.26 0.026
H 1.66 -1.35 -3.00 -0.002
H -0.72 -1.06 -3.71 0.006
H 2.53 -0.53 -1.04 0.003
H -2.26 0.04 -2.14 -0.002
H 0.39 0.44 2.00 0.022
H -4.04 0.82 0.04 0.005
H -3.09 -0.79 -0.48 0.001
H -3.16 -0.29 1.22 0.008
H 3.49 -0.09 3.53 0.000
H 3.90 -1.88 1.76 0.000
```

***

A molecular structure, C4H5BrOS at a distorted geometry, computed with wB97M-V/def2-TZVPD.

* M: 181.05 g/mol
* total charge: 0
* ΔE to the lowest compared entry with this formula, charge and spin: 4.2548 eV

Structure (XYZ):
```
12
Properties=species:S:1:pos:R:3:mulliken_charge:R:1
C -1.38 -0.63 0.07 -0.538
C -0.48 0.56 -1.57 -0.151
C -0.79 -0.03 1.06 -0.053
C 0.43 0.82 0.90 -0.569
O 2.03 -0.81 -0.50 -0.485
S 1.08 0.56 -0.89 0.233
Br -0.66 -0.15 -3.26 -0.098
H -2.42 -1.01 0.00 0.318
H -0.83 -0.32 2.16 0.260
H 1.50 -1.48 -0.33 0.319
H 0.18 1.83 0.86 0.383
H 1.34 0.67 1.52 0.381
```

***

A gas-phase ion, C4H8NO (charge +1) at a distorted geometry, computed with wB97M-V/def2-TZVPD.

* structure (SMILES): C=C(O)[C@@H]1C[NH2+]1
* M: 86.11 g/mol
* total charge: +1
* ΔE to the lowest compared entry with this formula, charge and spin: 2.2379 eV

Structure (XYZ):
```
14
Properties=species:S:1:pos:R:3:mulliken_charge:R:1
C 1.77 -1.44 0.37 -0.909
C 0.74 -0.59 0.34 0.644
O 0.01 -0.48 1.57 -0.564
C 0.05 0.41 -0.78 0.162
C -0.87 1.43 -0.21 -0.475
N -1.45 0.19 -0.75 -0.265
H 1.90 -1.85 1.35 0.185
H 2.51 -1.82 -0.40 0.274
H 0.28 -0.98 2.36 0.331
H 0.69 0.49 -1.63 0.404
H -0.90 1.60 0.85 0.262
H -1.07 2.24 -0.92 0.318
H -1.82 -0.50 -0.07 0.306
H -2.21 0.28 -1.48 0.327
```

***

2 unconnected molecules or ions with the total composition C5H5NO2 at a distorted geometry, computed with wB97M-V/def2-TZVPD.

* M: 111.10 g/mol
* total charge: 0
* ΔE to the lowest compared entry with this formula, charge and spin: 9.6369 eV

Structure (XYZ):
```
13
Properties=species:S:1:pos:R:3:mulliken_charge:R:1
C -0.52 0.52 0.21 1.370
C 0.04 -0.34 -0.99 -0.946
C 1.49 -0.40 0.64 -0.250
C 0.31 0.05 1.19 -0.367
C -1.84 -0.05 0.26 -0.005
H 1.02 2.02 -1.14 0.335
H -0.17 0.24 -2.06 0.277
H -0.54 -1.34 -1.02 0.393
H 2.27 -1.05 1.36 0.275
H -0.04 0.07 2.27 0.316
N -2.82 -0.88 0.05 -0.515
O -0.46 1.84 -0.12 -0.629
O 1.26 -0.66 -0.66 -0.255
```

***

A single C4H6O2 molecule at a distorted geometry, computed with wB97M-V/def2-TZVPD.

* M: 86.09 g/mol
* total charge: 0
* ΔE to the lowest compared entry with this formula, charge and spin: 3.8770 eV

Structure (XYZ):
```
12
Properties=species:S:1:pos:R:3:mulliken_charge:R:1
O -0.20 -0.44 -2.00 -0.566
C 0.03 -0.63 -0.83 0.757
C 1.04 0.14 0.00 -0.706
C 0.07 1.25 0.43 -0.241
O -1.23 0.69 0.10 -0.462
C -0.96 -1.22 0.05 -0.426
H 1.87 0.45 -0.62 0.322
H 1.38 -0.41 0.88 0.235
H 0.08 1.47 1.50 0.265
H 0.32 2.21 -0.06 0.274
H -1.79 -1.76 -0.42 0.296
H -0.61 -1.74 0.96 0.253
```

***

2 unconnected molecules or ions with the total composition C3H7NS at a distorted geometry, computed with wB97M-V/def2-TZVPD.

* M: 89.16 g/mol
* total charge: 0
* ΔE to the lowest compared entry with this formula, charge and spin: 4.4953 eV

Structure (XYZ):
```
12
Properties=species:S:1:pos:R:3:mulliken_charge:R:1
C -2.16 -0.32 0.01 -0.719
C 0.08 0.04 -0.04 0.405
C -0.09 1.45 0.04 -1.219
H -2.90 -1.05 -0.56 0.262
H -2.25 1.08 -0.35 0.220
H -2.63 -0.28 1.24 0.237
H -0.44 -1.63 0.54 0.362
H -0.67 1.93 0.82 0.325
H 0.94 1.82 -0.17 0.292
H -0.83 1.55 -0.84 0.298
N -0.77 -0.77 -0.14 -0.062
S 1.70 -0.32 0.02 -0.401
```

***

A gas-phase ion, C5H6FN2O2 (charge +1) at a distorted geometry, computed with wB97M-V/def2-TZVPD.

* structure (SMILES): [NH2+]=C1N=CCC(=O)[C@@]1(O)F
* M: 145.11 g/mol
* total charge: +1
* ΔE to the lowest compared entry with this formula, charge and spin: 1.4465 eV

Structure (XYZ):
```
16
Properties=species:S:1:pos:R:3:mulliken_charge:R:1
N 0.69 1.21 2.06 -0.236
C 0.56 0.65 0.89 0.486
N 0.96 -0.60 0.66 -0.535
C 0.46 -1.33 -0.26 0.012
C -0.73 -0.97 -1.06 -0.626
C -1.30 0.39 -0.74 0.289
O -2.41 0.77 -0.88 -0.425
C -0.17 1.33 -0.20 0.715
O 0.80 1.30 -1.68 -0.533
F -0.51 2.58 0.02 -0.261
H 0.48 2.19 2.21 0.286
H 1.07 0.68 2.83 0.300
H 0.94 -2.29 -0.42 0.460
H -0.37 -0.92 -2.10 0.321
H -1.50 -1.75 -1.05 0.434
H 0.94 2.23 -1.90 0.313
```